No. 1
{"formula": "C43H41N3O7PReS", "method": "wB97M-V/def2-TZVPD", "elements": ["Re", "S", "P", "O", "O", "O", "O", "O", "O", "O", "N", "N", "N", "C", "C", "C", "C", "C", "C", "C", "C", "C", "C", "C", "C", "C", "C", "C", "C", "C", "C", "C", "C", "C", "C", "C", "C", "C", "C", "C", "C", "C", "C", "C", "C", "C", "C", "C", "C", "C", "C", "C", "C", "C", "C", "C", "H", "H", "H", "H", "H", "H", "H", "H", "H", "H", "H", "H", "H", "H", "H", "H", "H", "H", "H", "H", "H", "H", "H", "H", "H", "H", "H", "H", "H", "H", "H", "H", "H", "H", "H", "H", "H", "H", "H", "H", "H"], "coordinates": [[-0.034, 0.043, 0.235], [-0.509, 3.028, 1.206], [2.039, 0.333, -0.994], [0.080, -2.798, 0.866], [2.883, -0.378, 3.671], [0.568, 1.943, 0.898], [-1.553, 2.402, 1.975], [0.787, -0.276, 1.981], [-0.902, 3.712, 0.003], [-0.547, 1.426, -1.504], [-1.415, -1.195, -0.846], [-1.519, -0.553, 1.625], [-1.284, -0.351, 2.955], [2.469, 0.918, -3.806], [2.372, -3.670, -0.464], [1.115, 3.770, -3.926], [0.820, 3.749, 3.448], [1.482, 0.740, -2.692], [0.006, -0.161, 3.047], [-2.592, -1.111, 1.217], [1.988, 0.077, 4.577], [0.828, 3.239, -2.548], [-3.418, -2.663, -2.080], [-0.230, 0.628, 5.358], [0.704, -1.966, 0.260], [1.957, -2.339, -0.469], [-3.574, -2.231, -0.776], [2.943, 6.719, 4.488], [2.680, -1.367, -1.140], [4.563, 1.543, -1.201], [-2.554, -1.510, -0.180], [0.367, 1.771, -2.618], [3.527, -4.022, -1.135], [1.639, 4.583, 4.188], [-1.268, -1.634, -2.099], [1.615, 6.198, 2.417], [1.893, 3.181, -4.830], [2.050, 5.816, 3.683], [1.652, 0.931, 6.798], [3.612, 1.377, 1.005], [5.717, 2.084, -0.661], [0.799, 5.374, 1.658], [0.276, 1.021, 6.576], [5.821, 2.275, 0.713], [-2.964, 1.765, -0.908], [2.498, 0.460, 5.816], [2.046, 3.515, -1.661], [3.864, -1.723, -1.786], [-2.242, -2.365, -2.751], [4.768, 1.926, 1.543], [4.276, -3.044, -1.787], [2.599, 1.904, -4.696], [0.612, 0.160, 4.338], [3.509, 1.175, -0.363], [-1.773, 2.234, -1.689], [0.399, 4.155, 2.187], [-0.336, -1.389, -2.579], [2.064, 1.226, 7.755], [-0.008, 3.798, -2.142], [-0.217, 1.661, -3.534], [-1.977, 2.224, -2.760], [1.917, 7.160, 2.020], [0.460, 5.675, 0.676], [2.175, 4.593, -1.551], [-1.545, 3.244, -1.375], [1.960, 4.273, 5.175], [1.006, -0.228, -2.880], [1.782, -4.401, 0.074], [-0.382, 1.397, 7.346], [3.967, 6.686, 4.108], [0.494, 2.802, 3.855], [3.855, -5.053, -1.146], [4.484, -0.973, -2.260], [2.786, 1.129, 1.652], [1.939, 3.098, -0.661], [-4.199, -3.234, -2.563], [-2.064, -2.703, -3.761], [4.829, 2.079, 2.612], [-1.289, 0.699, 5.150], [-3.767, 2.482, -1.080], [-2.754, 1.766, 0.168], [2.967, 6.424, 5.536], [-3.321, 0.789, -1.217], [2.412, -0.612, 2.857], [-4.471, -2.445, -0.211], [2.070, 3.700, -5.764], [5.199, -3.316, -2.283], [6.723, 2.703, 1.131], [4.486, 1.427, -2.276], [-3.392, -1.392, 1.892], [3.563, 0.371, 5.981], [0.696, 4.740, -4.172], [2.609, 7.754, 4.431], [3.098, 0.047, -3.964], [3.341, 1.729, -5.467], [6.536, 2.357, -1.313], [2.956, 3.123, -2.116]], "mulliken_spin": [0.50, 0.01, 0.13, 0.02, 0.00, 0.11, 0.00, -0.05, 0.00, 0.09, 0.01, -0.06, 0.00, 0.00, -0.01, 0.00, 0.00, -0.01, 0.00, 0.05, 0.00, 0.00, 0.01, 0.00, 0.03, 0.01, 0.01, 0.00, -0.01, 0.00, 0.09, 0.00, 0.00, 0.00, 0.03, 0.00, 0.00, 0.00, 0.00, -0.01, 0.00, 0.00, 0.00, 0.00, 0.01, 0.00, 0.00, 0.00, 0.00, 0.00, 0.00, 0.00, 0.00, 0.00, 0.00, 0.01, 0.00, 0.00, 0.00, 0.00, 0.00, 0.00, 0.00, 0.00, 0.00, 0.00, -0.01, 0.00, 0.00, 0.00, 0.00, 0.00, 0.00, 0.02, 0.00, 0.00, 0.00, 0.00, 0.00, 0.00, 0.00, 0.00, 0.00, 0.00, 0.00, 0.00, 0.00, 0.00, 0.00, -0.01, 0.00, 0.00, 0.00, 0.00, 0.00, 0.00, 0.00], "relative_energy_kj_mol": 25.4, "multiplicity": 2, "lumo_ev": [-3.444, -4.494], "charge": 1, "s_squared": 0.7676, "gap_ev": [7.3, 6.2], "total_energy_ha": -3171.730869, "homo_energy_ev": [-10.7, -10.7]}



No. 2
{"formula": "C2H5N3O2", "method": "wB97M-V/def2-TZVPD", "elements": ["O", "O", "N", "N", "N", "C", "C", "H", "H", "H", "H", "H"], "coordinates": [[-0.516, 1.640, -0.194], [1.832, -1.425, 1.000], [1.463, 0.213, -0.690], [-1.363, -0.879, -0.418], [-0.932, -0.404, 0.802], [-0.617, 0.872, 0.839], [1.465, -0.590, 0.282], [-1.729, -0.166, -1.044], [-1.982, -1.662, -0.278], [2.161, 0.160, -1.417], [-0.330, 1.240, 1.827], [0.548, 1.000, -0.708]], "lowdin_charge": [-0.12, 0.21, 0.17, 0.00, -0.06, -0.42, -0.29, 0.08, 0.08, 0.14, 0.12, 0.09], "relative_energy_kj_mol": 368.9, "lumo_ev": [0.037, 0.038], "charge": 0, "gap_ev": [8.3, 8.3], "total_energy_ha": -393.878747, "homo_energy_ev": [-8.3, -8.3]}